A molecular structure, C22H45O14Zn in a non-equilibrium geometry, computed with ωB97M-V/def2-TZVPD.

```
! RIJCOSX wB97M-V def2-TZVPD def2/J DEFGRID3
* xyz 1 1
Zn 1.589 0.988 2.960
C 1.297 0.730 -0.378
O 1.423 0.851 1.012
H 0.303 0.419 -0.719
H 1.529 1.683 -0.866
H 2.010 -0.009 -0.751
C 1.528 4.547 0.614
O 1.089 5.676 -0.122
C 0.884 5.649 -1.449
O 0.534 6.614 -2.061
O 0.955 4.416 -1.933
C 0.772 4.204 -3.329
H 2.023 3.750 0.065
H 0.572 4.158 0.978
H 2.048 4.730 1.554
H 1.485 4.767 -3.929
H -0.242 4.391 -3.676
H 1.008 3.144 -3.428
C -0.501 -6.397 2.209
O -0.683 -5.328 1.294
C 0.347 -4.800 0.642
O 1.500 -5.100 0.772
O -0.141 -3.902 -0.218
C 0.767 -3.140 -1.009
H -1.318 -6.416 2.923
H 0.423 -6.267 2.779
H -0.361 -7.332 1.669
H 1.410 -2.506 -0.399
H 0.177 -2.608 -1.752
H 1.428 -3.774 -1.602
C -1.332 -1.676 1.424
O -0.895 -2.401 2.593
C -0.124 -1.732 3.419
O 0.287 -0.603 3.216
O 0.263 -2.434 4.462
C -0.280 -3.728 4.763
H -1.835 -0.775 1.762
H -1.932 -2.276 0.750
H -0.486 -1.381 0.799
H 0.070 -4.394 3.979
H -1.340 -3.660 4.997
H 0.176 -4.070 5.691
C -2.369 2.068 3.879
C -1.229 2.289 2.927
O -0.058 2.239 3.284
C -1.654 2.339 1.500
H -3.125 2.846 3.807
H -2.012 1.956 4.905
H -2.799 1.076 3.711
H -0.915 2.874 0.902
H -2.623 2.811 1.366
H -1.553 1.309 1.152
C -3.035 0.271 -1.046
C -4.060 0.510 0.034
O -3.946 -0.007 1.125
C -5.158 1.512 -0.290
H -2.391 -0.570 -0.801
H -2.376 1.142 -0.979
H -3.540 0.176 -2.004
H -4.708 2.290 -0.909
H -5.678 1.868 0.596
H -5.921 1.076 -0.939
C 5.003 1.017 0.343
C 5.002 -0.289 -0.394
O 5.241 -1.314 0.212
C 4.733 -0.337 -1.879
H 6.030 1.377 0.249
H 4.721 0.916 1.387
H 4.338 1.709 -0.178
H 5.316 0.435 -2.388
H 3.686 -0.202 -2.157
H 5.020 -1.298 -2.301
C 0.607 -0.366 -4.262
C -0.633 -1.238 -4.242
O -0.636 -2.417 -3.978
C -1.897 -0.538 -4.710
H 0.461 0.582 -3.746
H 0.810 -0.106 -5.306
H 1.520 -0.899 -3.998
H -2.649 -1.293 -4.930
H -1.651 -0.016 -5.636
H -2.299 0.196 -4.013
*
```

Values from the calculation:
DFT total energy: -100617.9591 eV
HOMO-LUMO gap: 0.23039 Ha
ΔE to the lowest compared entry with this formula, charge and spin: 29.5 kcal/mol
Largest force on an atom: 3.914 eV/Å
Lowest unoccupied orbital energy: -5.403 eV

2 unconnected molecules or ions with the total composition C6H7N3O in a non-equilibrium geometry, computed with ωB97M-V/def2-TZVPD.

```
! RIJCOSX wB97M-V def2-TZVPD def2/J DEFGRID3
* xyz 0 1
C -2.297 0.008 -2.844
C 0.694 -0.008 -3.855
C -1.397 0.306 -1.838
C -0.436 0.208 0.416
C 0.388 -0.888 0.841
C -0.717 1.402 1.261
N -2.842 -0.184 -3.861
N -1.005 0.088 -0.724
N 1.272 -0.987 -3.536
O 1.740 -1.936 -3.042
H 0.664 0.792 -4.564
H -0.020 -1.578 1.544
H 1.327 -0.530 1.376
H 0.591 -1.468 -0.101
H -0.155 1.221 2.258
H -1.888 1.465 1.433
H -0.236 2.234 0.751
*
```

Values from the calculation:
DFT total energy: -12846.4963 eV
HOMO-LUMO gap: 0.28168 Ha
ΔE to the lowest compared entry with this formula, charge and spin: 151.8 kcal/mol
Largest force on an atom: 4.108 eV/Å
Lowest unoccupied orbital energy: -0.042 eV

C19H18N4O4S in the gas phase in a non-equilibrium geometry, computed with ωB97M-V/def2-TZVPD.

```
! RIJCOSX wB97M-V def2-TZVPD def2/J DEFGRID3
* xyz 0 1
C 0.223 4.718 1.524
O 0.922 3.584 1.070
C 0.999 3.353 -0.266
C 0.527 4.201 -1.260
C 0.715 3.892 -2.596
C 1.380 2.739 -2.989
C 1.620 2.432 -4.434
C 1.837 1.879 -2.000
C 1.638 2.168 -0.660
N 2.123 1.267 0.296
N 3.295 0.628 0.136
N 3.456 -0.141 1.124
N 2.441 -0.074 1.969
C 1.595 0.807 1.466
S 0.057 1.234 2.112
C -0.055 0.033 3.494
C -1.205 -0.922 3.240
O -2.213 -0.844 3.907
C -1.062 -1.893 2.136
C 0.167 -2.297 1.609
C 0.208 -3.199 0.568
C -0.963 -3.727 0.033
C -2.197 -3.371 0.595
C -2.234 -2.456 1.632
O -3.376 -3.910 0.151
C -3.195 -5.070 -0.630
C -2.097 -4.839 -1.667
O -0.866 -4.582 -1.025
H 0.252 4.661 2.611
H -0.818 4.705 1.189
H 0.707 5.642 1.194
H 0.020 5.115 -0.998
H 0.342 4.574 -3.346
H 2.620 2.759 -4.721
H 1.552 1.363 -4.619
H 0.901 2.948 -5.065
H 2.359 0.970 -2.257
H -0.264 0.612 4.393
H 0.914 -0.455 3.565
H 1.097 -1.925 2.007
H 1.148 -3.512 0.142
H -3.185 -2.174 2.054
H -4.154 -5.275 -1.107
H -2.914 -5.915 0.013
H -1.943 -5.721 -2.290
H -2.371 -3.983 -2.299
*
```

Values from the calculation:
Structure (SMILES): COc1ccc(C)cc1-n1nnnc1SCC(=O)c1ccc2c(c1)OCCO2
DFT total energy: -44978.7746 eV
HOMO-LUMO gap: 0.32606 Ha
ΔE to the lowest compared entry with this formula, charge and spin: 55.0 kcal/mol
Largest force on an atom: 1.721 eV/Å
Lowest unoccupied orbital energy: 0.377 eV

9 unconnected molecules or ions with the total composition C13H47N3O9 in a non-equilibrium geometry, computed with ωB97M-V/def2-TZVPD.

```
! RIJCOSX wB97M-V def2-TZVPD def2/J DEFGRID3
* xyz 0 1
C -11.544 9.097 34.352
O -11.611 9.169 32.944
C -10.779 10.172 32.385
C -9.355 9.667 32.112
C -8.504 10.656 31.288
N -9.406 8.406 31.354
H -10.605 8.735 34.786
H -12.368 8.471 34.690
H -11.699 10.107 34.761
H -11.235 10.354 31.405
H -10.838 11.095 32.969
H -8.930 9.534 33.111
H -7.473 10.451 31.557
H -8.843 11.684 31.435
H -8.653 10.513 30.216
H -9.949 7.743 31.893
H -9.799 8.572 30.434
C -12.021 8.298 23.759
O -10.929 8.161 24.681
C -10.564 9.380 25.302
C -11.287 9.702 26.596
C -10.663 10.869 27.318
N -11.360 8.580 27.549
H -11.602 8.598 22.798
H -12.826 8.892 24.189
H -12.434 7.295 23.640
H -9.506 9.235 25.571
H -10.549 10.212 24.590
H -12.338 9.932 26.365
H -11.251 11.143 28.192
H -10.715 11.797 26.730
H -9.620 10.674 27.574
H -11.929 7.802 27.231
H -10.409 8.199 27.636
C -4.852 0.447 25.401
O -5.710 1.550 25.375
C -6.346 1.840 24.160
C -6.851 3.255 24.137
C -5.857 4.291 24.687
N -8.097 3.405 24.930
H -3.835 0.630 25.044
H -5.235 -0.366 24.754
H -4.940 0.013 26.397
H -5.657 1.674 23.322
H -7.197 1.164 24.001
H -7.155 3.583 23.133
H -6.164 5.329 24.591
H -4.884 4.163 24.204
H -5.714 4.011 25.731
H -8.800 2.715 24.709
H -8.428 4.357 24.833
C -8.746 6.170 27.335
O -8.867 7.159 28.352
H -7.866 5.552 27.538
H -9.653 5.574 27.351
H -8.572 6.610 26.351
H -7.990 7.401 28.725
O -10.444 5.146 30.128
H -11.232 5.520 30.535
H -9.970 5.909 29.761
O -12.271 5.469 25.630
H -11.961 4.551 25.674
H -11.776 5.856 24.895
O -6.855 7.957 29.945
H -6.054 7.509 30.243
H -7.404 8.084 30.746
O -9.922 5.538 23.809
H -9.746 5.140 22.946
H -9.563 6.437 23.747
O -10.710 2.995 26.247
H -10.602 2.467 27.045
H -9.865 3.458 26.145
*
```

Values from the calculation:
Structure (SMILES): COC[C@H](C)N.COC[C@H](C)N.COC[C@H](C)N.CO.O.O.O.O.O
DFT total energy: -37139.5020 eV
HOMO-LUMO gap: 0.33390 Ha
ΔE to the lowest compared entry with this formula, charge and spin: 0.0 kcal/mol
Largest force on an atom: 2.250 eV/Å
Lowest unoccupied orbital energy: 0.385 eV